# 1
Entry from the Open Molecules 2025 dataset: C3H6BNO2 as an isolated structure in a non-equilibrium geometry (ωB97M-V/def2-TZVPD).

Output
Total energy: -9470.087 eV
Kohn-Sham gap: 0.3356 hartree
Net charge: 0
Highest occupied orbital energy: -9.2702 eV

Structure (XYZ):
```
13
Properties=species:S:1:pos:R:3:forces:R:3:lowdin_charge:R:1
H 2.510 1.090 -1.661 -2.6 -1.0 1.0 0.173
H -0.893 1.928 0.542 -0.6 0.1 0.3 0.077
H -1.983 0.967 1.682 -1.1 0.3 -0.1 0.066
C -0.421 -1.315 0.949 -0.3 0.1 0.5 -0.342
B 0.729 -0.038 -1.141 -1.1 -1.0 2.5 -0.500
C -0.798 -0.158 0.305 0.8 0.5 -6.4 -0.259
O 0.823 -1.245 -1.708 -1.7 -0.3 0.2 0.191
O 1.610 0.949 -1.195 2.1 2.0 -0.5 0.175
C -1.066 1.032 1.144 2.3 0.7 1.4 -0.108
H 1.612 -1.615 -2.056 1.1 -0.1 -0.6 0.099
H -0.301 1.084 2.003 -0.8 -0.1 -1.4 0.116
H -1.592 -0.487 -0.500 1.1 1.0 1.7 0.153
N -0.229 -2.194 1.636 0.8 -2.3 1.3 0.160
```
Positions in Å, forces in eV/Å.

***

# 2
Entry from the Open Molecules 2025 dataset: C33H25BrInN4O4PS2 as an isolated structure (ωB97M-V/def2-TZVPD).

Output
Total energy: -154954.200 eV
Kohn-Sham gap: 0.2516 hartree
Net charge: 0
Highest occupied orbital energy: -7.4695 eV

Structure (XYZ):
```
71
Properties=species:S:1:pos:R:3:forces:R:3:lowdin_charge:R:1
S -2.383 1.502 2.766 -0.3 -0.2 0.3 0.139
C 3.864 0.708 -2.669 0.0 0.0 0.0 -0.258
C -1.691 1.598 -2.030 0.0 0.1 0.0 -0.051
H 0.324 -3.559 0.669 0.0 0.0 0.0 0.105
H -4.296 2.579 -2.174 0.0 0.0 0.0 0.110
C 0.572 3.012 0.689 0.1 0.1 -0.1 -0.137
P 1.446 -0.980 0.762 0.0 -0.1 0.1 1.051
H -7.098 -1.756 0.712 0.0 0.0 0.0 0.124
C 2.585 1.263 -2.021 0.0 0.0 0.1 -0.245
C -5.613 -0.459 -0.161 0.1 0.0 0.0 -0.139
N 1.007 1.749 0.764 0.1 -0.1 0.0 0.081
N -2.349 0.941 -1.120 0.1 -0.1 0.0 0.028
C 1.263 -3.678 1.197 0.0 0.0 0.0 -0.092
C 2.846 -5.083 2.329 0.0 0.0 0.0 -0.080
In -1.300 -0.030 0.610 0.4 0.0 -0.3 0.587
C -3.753 -2.065 1.056 0.0 0.0 0.0 -0.106
C 1.745 -0.033 -1.978 0.0 0.0 0.0 -0.306
N 2.311 0.125 1.742 0.0 0.0 0.1 -0.092
C 2.064 -2.561 1.428 0.0 0.0 0.0 -0.337
C 3.281 -0.213 -3.728 -0.1 0.0 0.0 -0.003
H -6.709 2.200 -1.954 0.0 0.0 0.0 0.108
H -0.137 3.220 -0.102 0.0 0.0 0.0 0.111
C -3.736 0.864 -1.040 -0.3 0.1 0.0 -0.183
H 1.023 -5.791 1.450 0.0 0.0 0.0 0.106
C 1.855 2.313 -2.802 0.0 0.1 0.0 -0.623
C -4.641 1.719 -1.618 0.1 -0.1 0.1 0.008
H 0.574 5.001 1.464 0.0 0.0 0.0 0.109
C 0.262 0.171 -1.797 0.0 0.2 0.0 -0.333
C 0.530 2.364 -2.883 0.1 0.1 0.0 -0.095
N -3.328 -1.063 0.327 0.0 0.1 0.2 0.046
C -6.037 -1.568 0.601 0.1 0.0 0.0 0.018
C 2.087 -0.636 -3.339 0.0 0.1 0.0 0.013
C 3.264 -2.725 2.117 0.0 0.0 0.0 -0.099
S -1.257 -0.266 3.047 0.0 -0.1 0.0 0.369
C 1.862 1.438 1.735 -0.1 0.1 0.1 -0.391
C -5.114 -2.376 1.200 0.0 0.0 0.0 -0.022
C 3.649 -3.978 2.569 0.0 0.0 0.0 -0.076
H 4.582 -4.092 3.104 0.0 0.0 0.0 0.106
H -7.575 0.269 -0.688 0.0 0.0 0.0 0.115
C -4.227 -0.244 -0.283 -0.2 0.1 -0.1 -0.147
O -3.721 1.046 2.462 -0.2 0.0 0.0 -0.373
C 1.835 3.655 2.593 0.0 -0.1 0.0 -0.048
C 0.963 3.999 1.564 0.0 0.0 0.0 -0.047
C -6.025 1.502 -1.488 -0.1 0.0 0.0 -0.059
H 2.805 1.650 -1.020 0.0 0.0 -0.1 0.149
C -6.510 0.437 -0.786 0.0 0.0 0.0 -0.026
O -1.717 2.013 1.518 -0.2 -0.1 -0.1 -0.466
H 2.142 4.394 3.322 0.0 0.0 0.0 0.112
O -2.234 2.365 3.898 0.2 0.1 0.0 -0.340
H -5.405 -3.225 1.801 0.0 0.0 0.0 0.111
C 4.535 -0.151 -1.620 0.1 0.0 0.0 -0.030
Br 2.900 3.697 -3.575 0.0 0.0 0.0 0.768
H -2.996 -2.641 1.577 0.0 0.0 0.0 0.113
H 1.453 -1.362 -3.827 0.0 0.0 0.0 0.127
H 3.150 -6.060 2.682 0.0 0.0 0.0 0.105
H 0.047 3.186 -3.398 0.0 0.0 0.0 0.110
O -0.371 -0.799 -1.268 -0.1 0.0 0.1 -0.120
C 2.297 2.362 2.688 0.0 0.0 0.0 -0.004
H -2.200 2.330 -2.661 0.0 0.0 0.0 0.137
C 3.807 -0.913 -0.811 0.0 -0.1 0.1 -0.079
H 4.295 -1.550 -0.082 0.0 0.0 0.0 0.096
H 2.046 -2.017 -1.219 0.0 0.0 0.0 0.132
H 3.920 -1.881 2.288 0.0 0.0 0.0 0.098
C -0.315 1.377 -2.226 0.1 -0.2 0.1 -0.160
H 5.615 -0.158 -1.552 0.0 0.0 0.0 0.109
H 4.530 1.478 -3.053 0.0 0.0 0.0 0.104
C 1.653 -4.933 1.638 0.0 0.0 0.0 -0.075
H 2.654 -0.205 2.633 0.0 0.0 -0.1 0.098
H 2.970 2.056 3.477 0.0 0.0 0.0 0.112
H 3.814 -0.531 -4.611 0.0 0.0 -0.1 0.114
C 2.309 -0.997 -0.898 -0.1 -0.1 0.0 -0.290
```
Positions in Å, forces in eV/Å.

***

# 3
Entry from the Open Molecules 2025 dataset: C17H20N14O6P2SV as an isolated structure in a non-equilibrium geometry (ωB97M-V/def2-TZVPD).

Output
Total energy: -106208.198 eV
Kohn-Sham gap (spin up / spin down): 0.2567 / 0.2623 hartree
Net charge: -1
2S+1: 3
Highest occupied orbital energy (spin up / spin down): -5.5208 / -5.5633 eV

Structure (XYZ):
```
61
Properties=species:S:1:pos:R:3:forces:R:3:lowdin_charge:R:1
O -3.158 2.795 3.349 1.5 -0.4 -0.4 -0.314
H -1.227 3.970 1.119 0.0 0.2 -1.9 0.032
C -0.256 3.132 4.623 -0.4 -0.8 0.3 -0.083
H 4.629 0.616 -7.675 0.2 -0.5 -0.4 0.083
C 2.616 2.126 -5.405 2.0 -1.7 -0.6 -0.011
O 0.129 0.415 1.843 0.7 -0.3 0.3 -0.445
H -0.130 -6.012 1.493 -0.5 0.3 -0.3 0.110
H 3.177 2.445 -7.466 -0.4 0.5 -0.5 0.083
S 0.440 1.945 -0.928 -0.7 -0.7 0.3 0.653
C 0.448 -4.075 1.990 -0.1 1.8 0.7 -0.081
C 0.303 -2.352 0.321 0.2 -0.3 0.9 -0.239
O -1.208 3.936 2.050 -0.2 -0.8 1.6 -0.131
N 1.505 -0.623 -0.580 -0.4 -1.0 0.5 0.113
P 0.887 1.290 2.870 -0.7 -0.5 -0.3 0.334
C 3.258 1.814 -6.614 0.1 -0.8 1.0 -0.086
H -1.187 3.397 5.111 0.0 0.5 0.2 0.082
O -2.199 1.719 1.281 0.9 -0.3 -0.6 -0.403
H 0.204 3.944 4.129 0.5 1.0 -0.3 0.065
C 2.954 1.322 -4.298 -1.2 -0.3 -0.2 -0.238
N 2.282 1.504 -3.109 1.3 -0.7 1.7 -0.001
H 1.297 2.687 1.248 0.0 -0.3 0.0 -0.007
H 1.929 2.917 -5.330 -0.7 1.0 0.2 0.091
P -1.908 2.532 2.552 -2.3 1.8 0.7 0.404
V -1.155 0.340 0.301 1.0 1.1 1.6 0.789
N -2.158 -1.098 2.957 -1.8 -0.5 -0.8 0.012
N -2.243 -0.963 1.626 0.5 0.9 -1.2 0.028
H 5.002 -0.973 -5.570 -0.1 0.8 -0.8 0.113
C -3.449 -0.920 -1.124 0.6 -0.4 -1.2 -0.462
H -0.466 0.583 5.191 0.8 0.0 0.5 0.083
H -0.935 -5.355 -0.843 1.0 0.9 0.9 0.125
H 0.409 2.659 5.336 0.3 0.4 0.4 0.081
N -3.300 -1.584 3.398 0.4 -0.1 0.6 0.023
N -2.998 -0.666 -3.221 0.7 -0.2 2.4 -0.062
H -4.973 -1.662 0.024 0.4 0.2 -0.1 0.157
N -2.190 -0.500 -1.186 0.3 0.2 -1.4 -0.099
N 2.476 0.603 -2.093 -0.8 0.6 -1.6 0.077
N -4.090 -1.811 2.406 -0.7 0.0 -0.2 0.076
H 1.025 -1.958 2.246 0.4 0.4 1.0 0.091
N -4.009 -1.338 0.057 -1.5 -0.4 0.2 0.167
H -0.613 -2.949 -1.514 0.5 -0.4 0.9 0.122
N 0.381 -0.975 -0.160 1.2 -0.4 -0.1 -0.087
C -3.452 -1.362 1.301 0.8 -0.3 0.5 -0.382
N -1.920 -0.386 -2.560 -0.6 0.3 0.3 -0.037
C -0.127 -4.976 1.136 1.1 -2.0 0.8 -0.138
H 1.504 2.123 -3.057 -0.7 0.4 0.2 0.052
C 3.772 0.212 -4.419 0.2 1.9 -2.4 -0.038
C -0.405 -4.645 -0.139 -1.7 0.8 -2.3 -0.088
C 0.646 -2.737 1.641 -0.4 -0.4 -1.8 0.007
C 4.096 0.685 -6.752 -0.1 1.8 0.3 -0.112
H 0.608 -4.416 2.991 0.4 0.1 0.5 0.098
H 3.953 -0.382 -3.615 0.4 -1.5 2.2 0.067
C -0.243 -3.291 -0.514 -0.9 -0.4 -1.9 -0.038
O 1.771 0.741 3.916 -0.2 -0.5 -0.2 -0.281
C 4.387 -0.050 -5.628 0.1 -1.7 0.7 -0.100
H -1.677 -0.383 3.587 0.9 0.2 0.0 0.096
O 1.707 2.382 2.077 0.0 0.7 -0.2 -0.137
C -0.586 1.995 3.680 0.0 0.2 0.2 -0.615
N -3.979 -1.032 -2.337 -0.5 -0.1 0.2 0.025
N -1.102 0.905 4.496 -2.7 -1.1 -0.1 -0.009
C 1.589 0.637 -1.153 -0.4 0.7 -0.4 -0.741
H -2.038 1.106 4.939 1.4 0.3 -0.6 0.127
```
Positions in Å, forces in eV/Å.

***

# 4
Entry from the Open Molecules 2025 dataset: a single C20H21F3N2O4 molecule (ωB97M-V/def2-TZVPD).

Output
Total energy: -40404.670 eV
SMILES: CCOC(=O)[C@@](NCc1ccccc1OC)(NC(=O)c1ccccc1)C(F)(F)F
Kohn-Sham gap: 0.3442 hartree
Net charge: 0
Highest occupied orbital energy: -8.8090 eV

Structure (XYZ):
```
50
Properties=species:S:1:pos:R:3:forces:R:3:lowdin_charge:R:1
H 5.231 -1.991 -2.178 0.1 0.0 0.0 0.103
H -3.211 -3.121 0.741 0.0 0.1 0.1 0.129
C -2.309 1.341 -1.075 -0.4 0.1 -0.4 -0.559
H -0.694 2.525 2.346 0.1 0.1 -0.1 0.131
C 2.880 2.476 -1.115 0.3 0.1 -0.2 -0.068
C 2.574 -2.066 -0.098 -0.2 0.0 -0.1 -0.022
H 2.251 -2.448 0.858 0.0 0.0 0.1 0.122
H -5.088 -1.908 -0.323 0.0 0.0 -0.1 0.076
O -2.573 -1.566 -1.035 -0.1 -0.1 0.1 0.152
H 2.471 3.111 -1.900 0.1 0.0 0.0 0.100
C -5.119 -2.095 0.747 0.4 0.1 0.0 -0.056
F -3.562 1.573 -0.674 -0.1 -0.2 0.2 0.170
C 0.329 -1.067 -0.285 -0.1 0.3 -0.1 -0.403
H 3.333 1.587 -1.565 0.0 0.1 0.1 0.077
O 1.785 2.141 -0.294 -0.3 -0.1 0.3 -0.114
O -0.215 -1.818 0.503 0.3 -0.2 0.2 0.111
C 4.234 -1.806 -1.806 0.0 0.0 -0.1 -0.079
O -2.916 -1.121 1.140 -0.2 0.1 0.4 0.005
H -3.714 -2.513 2.349 0.0 0.0 -0.1 0.126
H 2.406 -0.676 4.068 0.0 -0.1 0.1 0.102
C 3.336 -1.079 -2.571 0.1 0.1 -0.1 -0.085
H -1.545 0.331 1.921 -0.1 0.1 -0.2 0.118
H 4.545 -2.883 0.018 0.1 0.0 0.1 0.106
H 4.324 -0.378 2.534 0.1 -0.1 0.0 0.108
H 3.638 3.033 -0.558 0.0 0.0 0.0 0.101
C -1.562 0.411 -0.094 0.1 -0.2 -0.1 -0.273
F -2.375 0.844 -2.313 0.1 -0.2 -0.1 0.164
C -0.395 1.958 1.459 0.0 0.0 -0.1 -0.119
F -1.720 2.542 -1.203 0.4 0.2 0.3 0.149
C 3.236 0.835 1.161 0.1 0.2 -0.2 -0.027
H 3.630 -0.708 -3.542 0.0 0.0 -0.1 0.106
C 2.018 1.428 0.855 0.0 0.0 0.3 -0.237
N -0.290 0.071 -0.708 -0.3 0.1 -0.1 0.184
H -0.299 2.653 0.627 0.0 0.0 0.2 0.112
N -1.497 1.037 1.195 -0.1 -0.1 0.2 0.070
C 2.302 -0.083 3.173 0.1 -0.1 0.1 -0.082
C 1.678 -1.311 -0.849 0.3 -0.3 -0.1 -0.130
C 0.935 1.291 1.734 0.0 0.2 -0.2 -0.138
C 3.850 -2.305 -0.572 0.0 0.0 0.0 -0.070
H 1.356 -0.284 -2.710 -0.1 0.1 -0.1 0.122
C 1.096 0.528 2.879 0.1 0.1 -0.2 -0.031
C -2.392 -0.908 -0.050 0.0 0.3 -0.4 -0.465
H -5.714 -2.984 0.933 -0.1 -0.1 0.0 0.078
H -5.581 -1.244 1.240 -0.1 0.0 0.1 0.080
C 2.060 -0.828 -2.097 -0.1 -0.1 0.2 -0.032
C -3.710 -2.308 1.277 -0.3 -0.4 -0.1 -0.189
H 0.260 0.420 3.555 -0.1 0.0 0.1 0.119
H 0.248 0.816 -1.131 0.0 -0.1 0.1 0.131
H 4.080 0.938 0.498 0.1 0.0 -0.1 0.110
C 3.372 0.082 2.315 0.0 0.1 0.1 -0.087
```
Positions in Å, forces in eV/Å.

***

Taking the records one at a time from the top gives energy relative to the best compared isomer or geometry (same formula, charge and spin) values of 1.824 0.230 0.000 0.000 eV.